A structure of composition C26H58MgO17S6 in a non-equilibrium geometry, computed with ωB97M-V/def2-TZVPD.

Positions of all 108 atoms, in Å:
S: -28.2046 0.2522 13.6088
S: -20.8594 -2.2571 6.7639
S: -27.6584 -5.4021 12.2156
S: -26.2327 -6.8437 7.5344
S: -24.4480 -3.2074 6.3449
S: -27.8630 -2.3969 7.4895
Mg: -25.8774 -4.0790 9.5784
O: -27.0894 -4.7640 10.9487
O: -20.7357 -3.3993 15.4285
O: -18.7453 -4.2271 15.9716
O: -22.6765 2.1357 10.0141
O: -25.2141 -2.5087 10.5529
O: -27.4958 -3.1861 8.7488
O: -24.3524 2.1765 11.4841
O: -26.4773 -5.5108 8.3058
O: -24.5026 -5.2590 10.3948
O: -23.6616 4.1214 10.3984
O: -29.0499 -0.7402 14.4393
O: -24.9751 -3.3415 7.7676
O: -19.0678 -3.1812 13.9879
O: -19.5538 -2.9982 6.3605
O: -22.1653 -9.9238 15.3102
O: -20.7936 -8.4272 14.4380
O: -22.9374 -8.3866 14.1041
C: -21.3389 -2.8134 14.2183
C: -20.1318 -2.4729 13.4317
C: -22.9198 0.8283 10.4015
C: -27.7892 -0.5107 7.7074
C: -23.6484 -4.3082 11.0714
C: -26.5572 0.4101 14.4673
C: -29.6658 -2.5427 7.3268
C: -24.0015 0.8280 11.4764
C: -21.4861 -2.9872 8.3776
C: -19.5103 -3.6006 15.2309
C: -24.4458 -3.0308 11.5924
C: -20.1604 -0.6795 7.4116
C: -21.5889 0.1646 10.8810
C: -20.9495 -7.3010 13.5667
C: -29.4471 -4.7434 12.3799
C: -19.9438 -7.5787 12.3767
C: -27.2129 -4.4184 13.7075
C: -21.9869 -8.9207 14.7263
C: -25.2127 -4.4125 5.2626
C: -27.7047 -0.7207 12.0716
C: -22.0610 -1.4961 14.7576
C: -23.5262 2.8905 10.6474
C: -27.7873 -7.6340 7.3101
C: -25.0470 -1.5549 5.6037
C: -22.4022 -7.4563 13.1855
C: -25.5220 -8.0671 8.8043
H: -19.4453 -0.6514 8.2338
H: -20.2277 -8.5165 11.8991
H: -27.2272 -0.0461 11.3610
H: -28.4433 -7.3220 8.1228
H: -28.1405 -0.1157 8.6606
H: -26.2334 -0.6191 14.6222
H: -20.8014 -3.0699 9.2217
H: -25.4259 -3.8321 4.3650
H: -30.0262 -3.5696 7.2662
H: -24.5385 -5.2230 4.9858
H: -23.6583 0.5436 12.4711
H: -22.3868 -7.7812 12.1451
H: -30.0477 -2.0446 6.4356
H: -22.9673 -6.5252 13.1438
H: -28.2416 -7.3635 6.3570
H: -27.2128 -1.6894 12.1594
H: -20.2271 -2.7538 12.3829
H: -23.0938 -1.7869 14.9494
H: -25.8848 0.9098 13.7699
H: -26.0207 -8.0621 9.7736
H: -25.9098 -1.8964 5.0319
H: -26.1270 -4.8546 5.6586
H: -23.7486 -2.2620 11.9256
H: -26.1265 -4.4228 13.7965
H: -26.7438 0.9026 15.4216
H: -23.2456 0.2407 9.5433
H: -21.5460 -0.8402 10.4606
H: -29.7078 -3.8883 11.7563
H: -25.1156 -3.3653 12.3845
H: -26.7184 -0.3365 7.6018
H: -21.4214 0.0650 11.9534
H: -25.6294 -9.0868 8.4345
H: -22.7604 -4.0062 10.5162
H: -20.7335 0.6048 10.3685
H: -21.7406 -4.0160 8.1229
H: -22.0375 -0.7201 13.9925
H: -28.4443 -0.0934 6.9426
H: -25.3283 -0.6946 6.2110
H: -19.6979 -0.3174 6.4934
H: -27.5322 -4.8117 14.6727
H: -24.4611 -7.8468 8.9229
H: -24.2165 -1.3017 4.9447
H: -19.9480 -6.7715 11.6442
H: -18.9506 -7.6636 12.8176
H: -27.4227 -3.3501 13.6541
H: -24.8877 0.2366 11.2462
H: -20.9252 0.0487 7.6818
H: -27.8134 -8.7230 7.3477
H: -21.6690 -1.0284 15.6608
H: -29.9598 -5.5895 11.9224
H: -30.1426 -2.0106 8.1499
H: -20.0512 -1.3863 13.4627
H: -22.3136 -2.4073 8.7863
H: -29.9009 -4.5764 13.3568
H: -20.8099 -6.3989 14.1623
H: -22.0376 -3.3216 13.5537
H: -28.6891 -0.9550 11.6664
H: -23.4419 -4.8406 11.9999

Values from the calculation:
multiplicity: 2
E_HOMO (spin up / spin down): -11.3019 / -11.2895 eV
charge: +1
HOMO-LUMO gap (spin up / spin down): 0.329 / 0.208 hartree

A structure of composition C5H2O2 in a non-equilibrium geometry, computed with ωB97M-V/def2-TZVPD.

Positions of all 9 atoms, in Å:
O: 0.8636 0.9666 1.5357
O: -0.7056 4.1406 0.7056
C: 0.5257 2.1788 1.4187
C: -0.3651 3.0066 0.5728
C: 0.4705 0.0541 0.6575
C: -0.2966 0.5973 -0.3620
C: -0.5300 1.9287 -0.2650
H: -0.6935 0.0044 -1.1678
H: 0.6999 -0.9778 0.8569

Values from the calculation:
E_HOMO (spin up / spin down): -9.0940 / -9.0944 eV
energy above the lowest of the compared OMol25 structures with the same formula, charge and spin: 212.01 kJ/mol
charge: 0
HOMO-LUMO gap (spin up / spin down): 0.316 / 0.316 hartree

The molecule C4H6O2 in a non-equilibrium geometry, computed with ωB97M-V/def2-TZVPD.

Positions of all 12 atoms, in Å:
O: -2.2649 0.7791 1.0895
O: -0.3909 -0.4172 1.4660
C: 0.8266 0.1650 -0.5241
C: 0.7031 -0.8446 0.6328
C: -1.2242 0.3360 0.6951
C: -0.6236 0.5004 -0.6994
H: 1.3424 -0.2590 -1.3937
H: -1.0659 -0.2566 -1.3500
H: 0.4567 -1.8856 0.3416
H: 1.6620 -0.6699 1.0657
H: 1.4238 1.0595 -0.2504
H: -0.8449 1.4928 -1.0732

Values from the calculation:
structure (SMILES): O=C1CCCO1
E_HOMO: -10.3202 eV
energy above the lowest of the compared OMol25 structures with the same formula, charge and spin: 33.35 kJ/mol
charge: 0
HOMO-LUMO gap: 0.411 hartree

A cluster of 2 separate species, C5H13N2 in total in a non-equilibrium geometry, computed with ωB97M-V/def2-TZVPD.

Positions of all 20 atoms, in Å:
N: -1.9533 1.1129 -0.1739
N: -0.7561 -0.3204 1.2720
C: 1.6689 -0.4281 -0.9867
C: 1.8449 -0.8055 0.2687
C: -1.4636 -0.0596 0.1097
C: -2.7546 1.3833 -1.3042
C: 2.6005 -0.0668 1.3126
H: -1.5542 1.8969 0.4036
H: 3.6388 -0.3618 1.3072
H: -1.7887 -0.8661 -0.4950
H: -0.5200 0.4587 1.9295
H: 2.3772 1.0432 1.1111
H: 2.3186 -0.3905 2.2608
H: 1.2524 -1.0961 -1.6780
H: -0.0443 -1.0188 1.4330
H: -2.2268 2.1006 -2.0725
H: 2.1236 0.4869 -1.3661
H: -2.7652 0.4994 -2.0063
H: -3.7475 1.6042 -1.0088
H: 1.4831 -1.7390 0.7389

Values from the calculation:
E_HOMO: -13.2370 eV
energy above the lowest of the compared OMol25 structures with the same formula, charge and spin: 284.33 kJ/mol
charge: +1
HOMO-LUMO gap: 0.342 hartree

The molecule C3H7NO2, computed with ωB97M-V/def2-TZVPD.

Positions of all 13 atoms, in Å:
O: 0.4662 -0.3992 1.6436
O: 0.2770 0.8124 -1.5907
N: -0.3268 2.1406 0.0656
C: -0.2760 -0.4191 0.4345
C: 0.0544 -1.5827 -0.5048
C: -0.0752 0.8980 -0.4242
H: -0.0916 2.8772 -0.5890
H: 0.4025 -1.1154 -1.4296
H: 1.3608 -0.7130 1.4536
H: -0.5007 2.3858 1.0246
H: -1.3237 -0.4548 0.7554
H: 0.8458 -2.2236 -0.1060
H: -0.8128 -2.2062 -0.7330

Values from the calculation:
structure (SMILES): C[C@@H](O)C(N)=O
E_HOMO: -9.6455 eV
energy above the lowest of the compared OMol25 structures with the same formula, charge and spin: 86.47 kJ/mol
charge: 0
HOMO-LUMO gap: 0.386 hartree

The molecule C6H11ClN2O2S in a non-equilibrium geometry, computed with ωB97M-V/def2-TZVPD.

Positions of all 23 atoms, in Å:
Cl: -2.0044 -2.2518 -0.4412
S: 0.3722 -2.8878 1.2678
O: -0.5012 0.8154 -1.7402
O: -2.3305 1.5879 2.2561
N: -1.4619 1.0187 0.3127
N: -0.4097 -1.5379 0.7698
C: 0.8497 -1.4931 -1.5138
C: -1.5730 0.8590 1.5925
C: -0.5729 0.3829 -0.6475
C: 1.4804 -0.0402 0.4364
C: 0.3261 -0.7535 -0.2339
C: -2.0261 2.2796 -0.2509
H: 1.4750 -0.7422 -2.0158
H: -0.1760 -2.7110 2.6212
H: 1.4848 -2.2291 -1.0983
H: -1.0666 0.0197 2.1083
H: 2.0671 -0.7169 1.1142
H: -0.0473 -1.9092 -1.9693
H: -2.7058 2.8145 0.5609
H: 1.1035 0.8649 0.9776
H: -2.6008 2.0376 -1.1603
H: -1.2070 3.0045 -0.4604
H: 2.3095 0.3225 -0.1704

Values from the calculation:
structure (SMILES): CN(C=O)C(=O)C(C)(C)N(S)Cl
E_HOMO: -9.6639 eV
energy above the lowest of the compared OMol25 structures with the same formula, charge and spin: 56.95 kJ/mol
charge: 0
HOMO-LUMO gap: 0.294 hartree

> Which formula does entry 1 have?

C26H58MgO17S6

> Which value of charge does entry 5 give?

0